DFT (ωB97M-V with the def2-TZVPD basis set) results for 9 unconnected molecules or ions with the total composition C51H116N4O9 at a distorted geometry.

Geometry (Å):
H1 -5.593 3.550 -2.500
C1 3.945 6.448 -1.218
H2 4.025 -3.028 3.388
H3 0.763 -7.436 -0.764
H4 -1.811 -5.725 3.239
C2 4.712 -2.750 2.586
H5 -5.549 2.101 -1.474
H6 0.615 -3.686 -1.151
C3 5.561 -0.080 -4.226
H7 0.099 -4.332 -2.737
H8 -1.474 -1.136 -0.348
H9 2.471 4.265 -2.837
H10 -0.334 1.778 -4.239
H11 -2.242 -5.516 -2.051
C4 -0.158 -4.252 -1.678
H12 -3.692 -0.787 1.627
H13 6.194 4.935 -0.903
C5 -5.325 3.916 -0.437
C6 0.677 0.500 0.704
H14 0.380 -6.996 1.889
N1 -2.363 -0.419 5.502
H15 1.618 -5.954 -0.344
H16 -2.352 2.980 2.556
H17 -5.123 -1.132 0.567
H18 -1.329 1.601 -0.809
H19 3.532 7.783 -2.876
H20 -1.828 -3.471 0.766
C7 -0.337 -0.220 6.904
H21 3.555 -0.345 -3.333
H22 7.438 0.756 -4.841
C8 -2.387 -6.003 2.356
H23 -4.233 1.579 -3.635
H24 5.211 7.177 0.340
H25 0.027 1.935 5.085
C9 -0.419 -5.579 -1.018
C10 2.865 3.505 -2.155
H26 -3.025 -3.662 6.384
H27 4.647 8.467 -0.688
H28 -0.897 0.299 7.686
H29 -3.043 -6.817 2.663
H30 -5.200 -3.339 -0.809
N2 -2.740 2.817 -0.870
C11 5.007 7.440 -0.702
C12 -3.215 4.052 -3.000
H31 -4.350 -1.195 4.044
H32 -0.934 2.276 -6.831
H33 1.381 1.468 -3.965
O1 -1.399 2.507 -1.151
C13 3.350 3.998 -0.781
O2 1.117 3.647 -5.551
H34 -1.539 -2.987 6.765
H35 1.805 0.532 -1.707
N3 4.316 5.077 -0.874
H36 -3.706 0.704 -2.198
H37 3.747 3.189 -2.716
H38 -2.714 1.559 1.514
H39 -3.924 0.490 6.105
H40 1.309 -6.353 -2.041
H41 4.767 -1.678 2.389
C14 4.214 0.431 -3.724
H42 -3.662 -0.588 -0.123
C15 -0.464 -2.201 4.353
H43 0.463 -1.541 0.006
H44 0.364 0.434 -5.067
H45 -3.049 4.976 -2.437
C16 -4.243 -1.863 4.903
C17 3.023 -2.772 0.638
C18 -0.564 -7.475 1.602
H46 5.935 1.559 -5.507
H47 -0.396 -0.299 3.462
H48 5.719 -3.050 2.871
O3 5.299 -3.563 0.399
H49 0.447 2.667 -7.945
H50 5.943 7.418 -1.264
H51 -4.670 4.086 1.576
H52 1.702 0.413 1.088
C19 0.107 2.079 -7.089
H53 -0.290 -1.255 7.243
H54 2.791 6.228 -3.030
C20 -2.120 -7.499 -1.191
H55 4.729 2.290 -0.651
C21 -2.317 2.577 1.548
H56 -0.324 -8.203 0.828
H57 -2.517 1.388 -3.258
H58 2.080 -2.847 1.183
C22 -2.557 -2.677 6.538
H59 -4.660 -2.846 4.692
C23 2.687 6.862 -0.448
C24 -2.984 3.428 0.446
C25 -3.502 1.575 -2.824
C26 -1.952 -2.361 4.121
H60 -3.543 -6.622 0.173
O4 -1.005 -0.380 -0.739
O5 -2.146 -2.602 0.464
C27 -4.122 -3.407 -0.653
H61 -3.930 -4.475 -0.520
H62 3.617 0.805 -4.565
C28 -0.134 -0.732 4.427
H63 -1.598 1.597 4.272
H64 2.882 7.184 0.577
H65 -2.894 -7.910 -1.841
C29 -3.564 2.899 -2.048
H66 -2.680 5.345 1.466
C30 0.593 1.445 -4.717
C31 -3.581 -2.663 0.542
H67 -2.268 -3.400 3.989
C32 1.043 2.259 -5.904
H68 6.550 -0.137 -2.566
H69 -4.018 4.383 -3.668
H70 0.699 -0.603 -2.584
C33 1.568 5.831 -0.506
C34 4.197 -3.450 1.333
H71 -1.011 -3.568 -1.732
H72 1.386 3.701 0.085
H73 0.600 1.531 0.365
H74 0.679 0.178 6.999
N4 -1.012 -5.371 0.317
H75 2.290 7.764 -0.925
H76 2.044 2.790 -2.113
C35 -1.610 -6.461 1.109
H77 3.276 1.964 0.104
H78 -1.271 2.464 1.254
H79 6.531 1.905 -3.890
H80 0.029 -2.629 3.469
C36 -4.040 -1.218 0.690
C37 -4.483 3.420 0.729
C38 1.196 -0.375 -1.646
H81 0.211 3.883 -5.317
H82 2.036 -1.087 -1.608
C39 0.384 -0.513 -0.360
H83 -0.885 -7.977 2.514
O6 6.260 -0.803 -3.200
H84 -2.382 3.876 -3.684
H85 0.948 -0.626 4.533
C40 -2.632 -7.223 0.218
C41 -0.962 1.489 5.152
H86 4.520 6.343 -3.346
C42 -1.485 -6.285 -1.855
H87 4.439 3.076 0.870
H88 3.234 -1.721 0.423
C43 -0.927 0.009 5.528
C44 -2.388 4.835 0.546
C45 -5.065 3.059 -1.685
H89 -3.622 -3.124 -1.580
H90 -1.328 -8.256 -1.178
H91 -3.830 -3.140 1.497
O7 5.510 4.682 -1.534
H92 4.952 -3.262 -0.446
H93 0.760 6.093 0.181
C46 0.891 -6.390 -1.036
H94 -0.112 -2.881 5.131
C47 2.122 4.500 0.010
H95 -6.399 4.019 -0.271
O8 -0.223 -4.557 1.145
H96 -2.662 5.481 -0.291
H97 5.435 -0.759 -5.067
H98 -3.026 -5.148 2.110
H99 -2.339 -1.846 3.238
H100 -3.113 -2.272 7.387
C48 3.953 2.803 -0.071
C49 -2.775 -1.829 5.315
H101 4.338 1.278 -3.055
H102 0.564 -5.075 1.404
H103 -4.852 -1.426 5.701
H104 -4.782 2.420 1.052
H105 -1.583 2.026 5.876
H106 2.867 -3.254 -0.333
H107 2.441 4.736 1.033
O9 -3.091 0.234 6.515
H108 -2.896 -8.184 0.663
H109 -1.038 -6.503 -2.827
H110 2.007 1.867 -6.240
H111 -5.033 4.952 -0.655
H112 1.116 5.774 -1.498
C50 6.429 1.116 -4.639
H113 3.887 -4.483 1.546
C51 3.715 6.720 -2.719
H114 -1.298 4.781 0.539
H115 0.056 0.222 1.555
H116 0.251 1.062 -7.470

Summary:
Lowest unoccupied orbital energy (Ha): 0.0126
SMILES: CC1(C)CCCC(C)(C)N1O.CC1(C)CCCC(C)(C)N1O.CC1(C)CCCC(C)(C)N1O.CC1(C)CCCC(C)(C)N1O.CC(C)O.CC(C)O.CC(C)O.CC(C)O.CC(C)O
HOMO level (eV): -7.630
Energy relative to the best compared isomer or geometry (same formula, charge and spin) (kcal per mole): 0.00
HOMO-LUMO gap (Ha): 0.29293


DFT (ωB97M-V with the def2-TZVPD basis set) results for 2 unconnected molecules or ions with the total composition C17H27FN4O3 at a distorted geometry.

Geometry (Å):
C1 1.571 4.950 -1.796
C2 -4.052 -3.266 3.336
C3 -4.476 -4.114 2.318
C4 1.045 -4.590 1.277
C5 1.303 -2.132 0.628
N1 -0.480 -2.884 2.215
H1 -0.445 1.451 0.184
C6 -3.568 -4.505 1.336
H2 1.711 -4.491 2.140
H3 2.480 -4.364 -0.086
C7 -0.710 3.946 -2.010
H4 2.355 3.318 -3.858
H5 -5.498 -4.475 2.280
N2 0.700 3.934 -1.639
H6 -2.296 2.558 -1.447
C8 -2.726 -2.830 3.339
C9 0.994 2.751 -0.820
H7 0.005 -1.337 3.589
C10 0.233 -2.394 3.419
N3 -2.296 -4.087 1.338
O1 1.806 -5.027 0.143
H8 -1.613 3.525 -0.096
O2 2.719 1.163 -0.382
H9 -0.056 -2.974 4.301
H10 -1.149 4.940 -1.924
H11 1.696 -2.305 -0.378
H12 0.300 -5.354 1.522
H13 -4.733 -2.941 4.118
H14 -0.328 1.216 -1.588
H15 1.985 6.867 -2.635
H16 1.317 -2.493 3.320
H17 3.438 1.150 -2.582
F1 -2.369 -1.993 4.344
C11 -1.391 2.998 -1.026
N4 2.620 1.734 -2.501
H18 -0.325 -3.383 0.144
H19 -0.825 3.572 -3.028
O3 2.719 4.905 -1.372
C12 2.175 1.846 -1.241
C13 1.129 6.200 -2.536
C14 2.066 2.272 -3.743
H20 0.788 -1.167 0.631
C15 -0.311 1.948 -0.778
H21 -3.902 -5.166 0.542
H22 2.462 1.711 -4.590
H23 0.980 2.183 -3.745
C16 -1.845 -3.263 2.304
H24 0.762 5.932 -3.524
H25 2.148 -2.078 1.318
H26 0.351 6.701 -1.964
C17 0.326 -3.253 1.014
H27 1.209 3.103 0.190

Summary:
Lowest unoccupied orbital energy (Ha): 0.0196
SMILES: CNC(=O)[C@@H]1CCCN1C(C)=O.C[C@@H](CO)N(C)c1ncccc1F
HOMO level (eV): -7.862
HOMO-LUMO gap (Ha): 0.30851


DFT (ωB97M-V with the def2-TZVPD basis set) results for 2 unconnected molecules or ions with the total composition C4H12 at a distorted geometry.

Geometry (Å):
C1 -1.800 -0.986 0.279
H1 -1.765 -0.598 1.306
H2 -0.141 -2.268 0.929
H3 1.838 1.193 -1.485
H4 2.260 1.944 1.088
H5 -1.865 -0.102 -0.420
C2 -0.680 -2.018 -0.079
H6 0.482 1.634 1.141
C3 1.013 1.736 -0.883
H7 0.121 -1.531 -0.765
H8 1.725 0.324 0.708
H9 -2.564 -1.678 0.253
H10 1.064 2.760 -1.136
H11 0.027 1.120 -1.001
C4 1.343 1.395 0.638
H12 -1.058 -2.924 -0.573

Summary:
Lowest unoccupied orbital energy (Ha): 0.0425
SMILES: CC.CC
HOMO level (eV): -11.445
Energy relative to the best compared isomer or geometry (same formula, charge and spin) (kcal per mole): 31.72
HOMO-LUMO gap (Ha): 0.46306


DFT (ωB97M-V with the def2-TZVPD basis set) results for C4H4N2O in the gas phase.

Geometry (Å):
C1 0.769 -0.724 -0.266
N1 -1.581 0.267 0.589
O1 0.050 -1.442 0.738
H1 -0.638 2.024 1.171
C2 -1.000 -0.847 -0.022
H2 1.516 1.097 0.651
N2 0.697 0.701 0.210
C3 -0.542 1.040 0.716
H3 1.808 -1.003 -0.479
H4 -0.676 -0.226 -2.060
C4 -0.404 -0.886 -1.246

Summary:
Lowest unoccupied orbital energy (Ha): 0.0252
HOMO level (eV): -8.609
Energy relative to the best compared isomer or geometry (same formula, charge and spin) (kcal per mole): 107.64
HOMO-LUMO gap (Ha): 0.34159


DFT (ωB97M-V with the def2-TZVPD basis set) results for a molecular structure, C4H5NO2.

Geometry (Å):
C1 -0.768 -1.771 0.330
H1 0.720 -1.468 -1.107
C2 0.450 1.412 0.319
C3 0.034 -0.844 -0.534
H2 -1.312 -2.556 -0.262
H3 -0.486 2.686 -0.899
O1 1.093 2.389 0.784
O2 -0.798 -1.674 1.526
H4 -0.684 -0.389 -1.224
C4 -0.650 2.241 0.085
H5 1.612 -0.153 0.746
N1 0.789 0.128 0.235

Summary:
Lowest unoccupied orbital energy (Ha): 0.0137
HOMO level (eV): -9.038
Energy relative to the best compared isomer or geometry (same formula, charge and spin) (kcal per mole): 99.78
HOMO-LUMO gap (Ha): 0.34583


DFT (ωB97M-V with the def2-TZVPD basis set) results for C3H6N2O2S in the gas phase at a distorted geometry.

Geometry (Å):
H1 3.359 -1.340 1.010
S1 -1.921 -1.407 0.048
H2 4.125 -0.366 -0.351
N1 0.405 1.899 0.154
C1 3.225 -0.876 -0.020
H3 1.310 2.100 -0.222
O1 2.254 0.170 -0.015
N2 0.993 -0.346 -0.058
C2 0.090 0.573 0.016
O2 -2.165 1.164 -0.127
C3 -1.333 0.105 -0.007
H4 -3.081 0.852 -0.148
H5 -0.320 2.590 0.200
H6 2.958 -1.673 -0.742

Summary:
Lowest unoccupied orbital energy (Ha): -0.0074
SMILES: CO/N=C(\N)C(O)=S
HOMO level (eV): -8.634
Energy relative to the best compared isomer or geometry (same formula, charge and spin) (kcal per mole): 71.86
HOMO-LUMO gap (Ha): 0.30994


DFT (ωB97M-V with the def2-TZVPD basis set) results for 7 unconnected molecules or ions with the total composition C26H54ClN7O10S at a distorted geometry.

Geometry (Å):
N1 0.251 -2.539 -3.292
H1 -1.863 7.088 -0.536
H2 -3.109 -3.563 8.214
O1 3.135 -4.842 -4.830
H3 5.896 -5.756 -1.761
O2 3.716 3.847 -2.395
H4 -4.955 1.568 -4.575
C1 0.868 -3.275 -4.379
O3 -1.255 2.088 -5.537
H5 -3.363 0.835 -4.237
H6 -1.983 2.150 -7.427
C2 -1.735 3.851 -0.859
H7 0.085 3.139 -2.794
N2 -0.261 -2.716 2.486
O4 -2.063 5.156 -1.321
H8 -0.800 1.598 -3.292
H9 -0.732 -6.166 9.335
H10 0.178 4.612 2.588
H11 4.674 -4.786 -0.892
H12 1.338 4.083 6.078
H13 1.493 0.579 0.636
C3 0.107 -1.101 -3.408
H14 1.459 5.437 0.027
H15 -2.902 -4.826 9.459
N3 4.171 -5.321 -2.837
H16 -3.575 2.593 -4.100
N4 -1.890 2.741 -1.853
H17 -1.023 -3.888 0.915
H18 0.144 7.844 -1.618
S1 3.506 4.748 -1.178
H19 1.882 -2.900 -4.528
C4 -0.439 -5.195 8.929
H20 0.282 -3.121 -5.289
C5 -1.180 6.182 -0.800
C6 -1.115 -4.526 6.658
H21 -0.953 -0.842 -3.337
O5 -0.730 -2.592 -1.221
H22 -0.048 -4.688 6.434
C7 -2.804 -4.597 8.397
C8 -0.565 2.283 -2.384
H23 1.213 3.891 -1.086
C9 1.640 4.952 -0.999
C10 0.407 4.823 3.646
C11 5.167 -4.947 -1.854
H24 -3.449 -5.260 7.816
H25 -0.634 5.918 0.171
H26 -0.095 3.084 6.449
C12 -0.153 6.777 -1.928
C13 -0.621 2.613 4.001
H27 -0.112 -1.914 0.593
C14 -3.876 1.704 -4.657
H28 2.322 -6.243 -2.583
H29 -1.605 2.525 4.470
H30 3.538 -7.208 -3.447
H31 -0.251 4.854 6.272
H32 1.964 6.491 -2.587
O6 4.231 6.062 -1.310
H33 0.910 -4.341 -4.156
C15 0.118 -1.709 1.647
N5 -1.432 -4.769 7.963
C16 3.381 -6.516 -2.616
C17 3.954 -4.584 -3.966
H34 -4.077 1.949 -8.061
C18 1.086 5.801 -2.251
H35 -2.456 3.096 -2.639
O7 0.950 5.860 3.986
C19 -0.200 -3.154 -2.165
H36 -0.774 6.860 -2.909
O8 0.662 -0.671 1.991
O9 -1.900 -4.167 5.797
H37 1.058 -2.453 4.074
H38 -0.533 -1.688 4.275
H39 0.641 -0.621 -2.585
H40 -0.742 2.641 2.917
H41 5.684 -4.032 -2.148
H42 -0.007 1.751 4.273
C20 -4.510 1.818 -7.068
N6 -3.487 1.860 -6.044
H43 0.509 -0.750 -4.360
H44 0.545 -5.283 8.465
H45 -0.390 -4.459 9.736
H46 -5.018 0.852 -7.023
C21 -0.902 -3.921 1.999
H47 -0.371 -3.457 4.447
N7 0.022 3.818 4.487
C22 0.251 1.316 -1.354
H48 -0.042 -4.245 -2.175
H49 3.665 -6.996 -1.679
H50 -5.231 2.619 -6.884
C23 0.832 0.912 -0.235
C24 -2.167 2.043 -6.346
O10 -1.384 3.517 0.299
H51 0.869 5.138 -3.180
H52 -0.285 -4.784 2.267
H53 4.607 -3.698 -4.036
C25 -0.015 -2.578 3.908
Cl1 4.273 3.776 0.533
C26 0.265 3.961 5.909
H54 -1.885 -4.014 2.468

Summary:
Lowest unoccupied orbital energy (Ha): -0.0094
SMILES: C#CCNC(=O)OCCCCS(=O)(=O)Cl.CN(C)C=O.CN(C)C=O.CN(C)C=O.CN(C)C=O.CN(C)C=O.CN(C)C=O
HOMO level (eV): -8.592
HOMO-LUMO gap (Ha): 0.30631


DFT (ωB97M-V with the def2-TZVPD basis set) results for 2 unconnected molecules or ions with the total composition C2H2Cl3OP at a distorted geometry.

Geometry (Å):
H1 1.413 0.738 -0.145
C1 0.768 -0.230 -0.139
O1 -0.774 2.190 -0.561
C2 -0.535 -0.227 0.528
Cl1 0.381 -0.123 -1.919
P1 -1.512 0.944 -0.634
Cl2 -1.035 -1.900 0.675
H2 -0.604 0.259 2.066
Cl3 1.899 -1.652 0.129

Summary:
Lowest unoccupied orbital energy (Ha): -0.0213
HOMO level (eV): -9.664
Energy relative to the best compared isomer or geometry (same formula, charge and spin) (kcal per mole): 102.74
HOMO-LUMO gap (Ha): 0.33388